Record 1
C26H61Ca3N3O6P | ωB97M-V/def2-TZVPD

Last column: Löwdin charge in e.
Positions of all 100 atoms, in Å:
Ca: -1.9836 -1.5278 0.6701  1.535
Ca: -1.2555 -1.7371 -2.6252  1.534
Ca: 0.3227 1.4252 1.1605  1.476
P: 0.4573 -0.5036 -0.7132  -0.023
O: -1.1103 -0.2219 -1.0093  -0.698
O: 0.7306 -1.6478 -1.6681  -0.444
O: 0.2474 -0.8705 0.8052  -0.594
O: 1.1993 0.8002 -0.7274  -0.384
C: -1.2686 4.5180 -1.9388  -0.120
C: -2.1691 4.8100 -0.7299  -0.134
C: -2.0254 3.5596 0.0965  -0.184
O: -0.6322 3.1900 -0.0534  -0.328
C: -0.2577 3.4909 -1.4247  -0.157
H: -0.8040 5.4047 -2.3623  0.127
H: -1.8751 4.1149 -2.7549  0.109
H: -3.2100 4.9809 -1.0084  0.130
H: -1.8732 5.7051 -0.1846  0.129
H: -2.6286 2.7348 -0.3005  0.115
H: -2.2619 3.7557 1.1435  0.131
H: -0.1648 2.6021 -2.0459  0.095
H: 0.7396 3.9278 -1.3618  0.124
C: 4.1135 -2.9887 -0.4284  -0.137
C: 4.7496 -2.9300 0.9627  -0.147
C: 3.6078 -3.3509 1.8797  -0.210
O: 2.8649 -4.3067 1.1463  -0.146
C: 2.9084 -3.9434 -0.2245  -0.195
H: 4.8227 -3.3617 -1.1626  0.114
H: 3.7169 -2.0282 -0.7603  0.095
H: 5.1370 -1.9345 1.1734  0.108
H: 5.5377 -3.6708 1.0725  0.122
H: 2.9513 -2.4995 2.1315  0.099
H: 3.9967 -3.8117 2.7850  0.128
H: 1.9704 -3.4115 -0.4373  0.072
H: 2.9385 -4.8066 -0.8891  0.123
C: -1.7908 -3.2172 5.1246  -0.040
C: -1.7559 -2.2354 3.9666  -0.258
N: -2.3743 -2.6734 2.7053  -0.339
C: -3.8676 -2.8853 2.7811  -0.244
C: -4.6418 -1.6795 3.2399  -0.064
C: -1.8554 -3.9672 2.1856  -0.271
C: -0.3468 -3.9822 1.9840  -0.051
H: -2.8089 -3.4803 5.4107  0.088
H: -1.2557 -2.7974 5.9722  0.097
H: -1.2996 -4.1614 4.8728  0.086
H: -2.2329 -1.3082 4.3008  0.106
H: -0.7311 -1.8924 3.7880  0.105
H: -4.1894 -3.2064 1.7805  0.115
H: -4.0565 -3.7323 3.4444  0.132
H: -4.2098 -1.2092 4.1214  0.076
H: -4.7510 -0.8909 2.4794  0.075
H: -5.6639 -1.9451 3.5088  0.102
H: -2.3621 -4.0249 1.2011  0.099
H: -2.1618 -4.8646 2.7277  0.140
H: 0.0094 -4.9652 1.6950  0.107
H: 0.2051 -3.5918 2.8320  0.089
H: -0.1439 -3.3022 1.1524  0.032
C: 0.8629 0.0918 -4.6941  -0.057
C: -0.3687 -0.3497 -5.4828  -0.232
N: -1.6010 -0.5017 -4.6561  -0.322
C: -2.7170 -1.0051 -5.5404  -0.237
C: -3.0453 -0.1738 -6.7721  -0.052
C: -1.9183 0.8060 -4.0213  -0.276
C: -3.3109 0.8892 -3.4184  -0.067
H: 1.7161 0.0090 -5.3678  0.100
H: 1.0880 -0.6046 -3.8786  0.055
H: 0.8282 1.1126 -4.3192  0.079
H: -0.5535 0.3068 -6.3320  0.122
H: -0.1333 -1.3422 -5.8787  0.131
H: -2.4587 -2.0328 -5.8081  0.121
H: -3.6142 -1.0642 -4.9182  0.099
H: -2.2509 -0.1963 -7.5134  0.082
H: -3.9248 -0.6226 -7.2320  0.097
H: -3.2724 0.8587 -6.5097  0.084
H: -1.6894 1.6507 -4.6755  0.141
H: -1.2209 0.8976 -3.1799  0.068
H: -3.5954 -0.0222 -2.8695  0.065
H: -4.0745 1.1634 -4.1422  0.095
H: -3.3236 1.6627 -2.6457  0.073
C: 1.3954 4.5492 2.4533  -0.059
C: 2.1686 3.3413 2.9397  -0.239
N: 2.4411 2.3299 1.8891  -0.318
C: 3.1322 1.1602 2.4481  -0.244
C: 2.3313 0.3073 3.4261  -0.074
C: 3.1115 2.9282 0.7089  -0.234
C: 4.4054 3.6880 1.0312  -0.049
H: 1.9867 5.1759 1.7872  0.083
H: 1.1082 5.1823 3.2928  0.097
H: 0.4592 4.2985 1.9385  0.056
H: 3.1262 3.6717 3.3660  0.134
H: 1.6651 2.8544 3.7794  0.110
H: 3.4705 0.5272 1.6199  0.123
H: 4.0669 1.4782 2.9308  0.132
H: 2.0794 0.8533 4.3376  0.080
H: 1.4054 -0.1235 3.0188  0.035
H: 2.9628 -0.5189 3.7489  0.090
H: 2.4099 3.5881 0.2042  0.096
H: 3.4113 2.0877 0.0847  0.110
H: 4.2347 4.6992 1.4038  0.079
H: 5.0237 3.7466 0.1396  0.090
H: 4.9746 3.1872 1.8166  0.081

Forces on atoms 1 to 3 (eV/Å):
0.8 0.1 1.0
0.7 0.2 -1.8
0.8 1.4 0.7

Computed properties:
Orbital gap: 0.1921 Eh
Total charge: +3



Record 2
C26H61Cl2N6O4 | ωB97M-V/def2-TZVPD

Last column: Löwdin charge in e.
Positions of all 99 atoms, in Å:
C: -2.4585 1.5184 -6.5938  -0.122
C: -2.5947 3.1820 -6.6753  -0.341
C: -1.0358 3.7402 -6.4464  -0.108
C: -3.6259 3.7763 -5.5011  -0.082
C: -2.8163 3.5579 -4.0708  -0.084
N: -1.8086 4.4284 -3.3530  0.131
C: -1.4345 3.6165 -2.1316  -0.114
C: -0.3047 4.1625 -1.0591  -0.566
Cl: 1.2125 4.5763 -2.1083  0.525
C: 0.2016 3.0414 0.0246  -0.669
C: -1.0002 2.3855 0.9455  -0.125
Cl: 1.3779 3.8978 1.2245  0.531
C: -2.3013 2.2247 -2.1914  0.059
N: -3.1661 2.2270 -3.4327  0.102
H: -1.6725 1.2319 -5.7431  0.084
H: -2.0150 1.0774 -7.6026  0.102
H: -3.5032 1.0185 -6.3527  0.077
H: -2.9716 3.4263 -7.7565  0.142
H: -0.3742 3.6430 -7.4177  0.104
H: -1.1287 4.8472 -6.0464  0.074
H: -0.4844 3.0976 -5.6169  0.084
H: -4.6565 3.1756 -5.5158  0.140
H: -3.7907 4.9166 -5.7092  0.128
H: -1.4937 5.3643 -3.6900  0.165
H: -0.6131 5.1776 -0.5427  0.135
H: 0.8197 2.2161 -0.5700  0.095
H: -0.7287 2.3318 2.0927  0.081
H: -1.1543 1.2787 0.5255  0.074
H: -2.0051 2.9478 0.7316  0.090
H: -2.2264 1.3809 -1.3757  0.125
H: -3.8006 1.4590 -3.7452  0.167
C: -0.7598 3.6017 7.3861  -0.074
C: -0.7263 2.0831 7.5313  -0.425
C: 0.5227 1.4299 6.8963  -0.191
O: 0.4654 1.3201 5.4710  -0.202
C: 0.8608 2.4928 4.7758  -0.119
N: -1.9691 1.5230 6.9784  0.036
H: -1.0057 3.9228 6.3705  0.062
H: -1.5205 4.0314 8.0474  0.079
H: 0.2049 4.0433 7.6596  0.080
H: -0.7017 1.8637 8.6059  0.138
H: 0.5885 0.4004 7.2675  0.104
H: 1.4450 1.9321 7.2125  0.121
H: 1.6664 3.0262 5.2890  0.096
H: 0.0005 3.1487 4.6296  0.070
H: 1.2193 2.1958 3.7863  0.053
H: -1.9800 0.5175 7.1551  0.076
H: -1.9022 1.5863 5.9585  0.067
C: 1.4444 -0.4890 -0.9693  -0.073
C: 1.3942 -0.5820 0.5530  -0.432
C: 2.6601 -1.2153 1.1745  -0.187
O: 2.7176 -2.6404 1.0616  -0.189
C: 3.2245 -3.1109 -0.1780  -0.103
N: 0.1773 -1.3084 0.9472  0.043
H: 1.2999 -1.4572 -1.4558  0.069
H: 0.6517 0.1721 -1.3373  0.049
H: 2.4023 -0.0773 -1.3058  0.088
H: 1.3183 0.4436 0.9350  0.111
H: 2.6461 -1.0066 2.2507  0.122
H: 3.5751 -0.7553 0.7821  0.122
H: 4.0084 -2.4608 -0.5779  0.092
H: 2.4113 -3.2169 -0.8984  0.072
H: 3.6506 -4.1047 -0.0149  0.092
H: 0.1045 -1.2932 1.9655  0.079
H: 0.3325 -2.2977 0.7329  0.076
C: -1.0142 -4.6221 -8.0561  -0.071
C: -0.2317 -3.3131 -8.1088  -0.429
C: -0.6535 -2.2980 -7.0218  -0.197
O: -1.8759 -1.6107 -7.3053  -0.228
C: -3.0479 -2.3229 -6.9392  -0.103
N: -0.3498 -2.7401 -9.4584  0.038
H: -2.0355 -4.5180 -8.4318  0.065
H: -0.5253 -5.3838 -8.6737  0.082
H: -1.0648 -5.0080 -7.0320  0.080
H: 0.8225 -3.5620 -7.9348  0.137
H: 0.1164 -1.5190 -6.9731  0.118
H: -0.6875 -2.7617 -6.0286  0.117
H: -2.9064 -2.9123 -6.0283  0.093
H: -3.3688 -2.9634 -7.7629  0.079
H: -3.8444 -1.5956 -6.7591  0.075
H: 0.2440 -1.9113 -9.5134  0.072
H: -1.2975 -2.3618 -9.5448  0.071
C: 1.9637 -2.3619 6.0263  -0.074
C: 1.9135 -2.4549 7.5485  -0.434
C: 3.1794 -3.0883 8.1700  -0.195
O: 3.2369 -4.5134 8.0572  -0.192
C: 3.7438 -4.9838 6.8176  -0.107
N: 0.6966 -3.1814 7.9427  0.037
H: 1.8192 -3.3302 5.5398  0.065
H: 1.1710 -1.7008 5.6583  0.066
H: 2.9216 -1.9502 5.6897  0.080
H: 1.8376 -1.4294 7.9306  0.118
H: 3.1654 -2.8796 9.2462  0.122
H: 4.0944 -2.6283 7.7777  0.117
H: 4.5277 -4.3337 6.4176  0.090
H: 2.9306 -5.0898 6.0971  0.072
H: 4.1699 -5.9777 6.9807  0.089
H: 0.6238 -3.1661 8.9610  0.075
H: 0.8518 -4.1706 7.7285  0.073

Forces on atoms 1 to 3 (eV/Å):
0.2 0.3 0.2
1.2 -1.5 0.1
-0.6 0.0 0.3

Computed properties:
Orbital gap: 0.2425 Eh
Total charge: +1



Record 3
C26H62NO16S5 | ωB97M-V/def2-TZVPD

Last column: Löwdin charge in e.
Positions of all 110 atoms, in Å:
C: -1.2594 3.2730 -2.0120  0.031
C: -0.5920 2.3114 -2.6308  -0.092
C: -0.5573 0.8674 -2.1606  -0.419
C: -0.0139 0.8846 -0.7048  -0.091
C: 0.7075 -0.3755 -0.1887  -0.147
C: 0.1813 -0.9757 1.1349  -0.404
C: 0.7052 -2.4151 1.2262  -0.076
C: -1.3558 -1.0083 1.2211  -0.059
C: -2.0389 0.3458 -2.2220  -0.015
N: -2.2144 -0.9481 -2.9665  0.090
C: -1.0238 -1.8288 -2.7707  -0.076
C: 0.1302 -1.1318 -3.4419  -0.172
O: 0.3503 0.1994 -3.0264  -0.050
H: -1.0293 4.3163 -2.1783  0.079
H: -2.0554 3.0639 -1.3037  0.064
H: -0.0229 2.5327 -3.5268  0.127
H: -0.8132 1.2124 -0.0367  0.115
H: 0.7129 1.6962 -0.6958  0.124
H: 0.7470 -1.1769 -0.9234  0.084
H: 1.7489 -0.0988 -0.0142  0.125
H: 0.5967 -0.4262 1.9828  0.135
H: 0.4162 -2.8855 2.1667  0.076
H: 1.7907 -2.4506 1.1199  0.085
H: 0.2775 -3.0201 0.4187  0.078
H: -1.7403 -0.0991 1.6810  0.085
H: -1.6580 -1.8633 1.8270  0.067
H: -1.7774 -1.1605 0.2246  0.051
H: -2.6818 1.0773 -2.7075  0.125
H: -2.4253 0.2151 -1.2135  0.123
H: -3.0900 -1.4040 -2.7139  0.190
H: -2.2700 -0.7395 -3.9654  0.188
H: -1.1886 -2.7983 -3.2404  0.151
H: -0.9088 -1.9878 -1.7016  0.114
H: 1.0332 -1.7178 -3.2506  0.134
H: -0.0203 -1.1833 -4.5263  0.116
O: -2.6299 -2.9460 4.1654  -0.297
S: -2.2531 -2.8159 5.5451  0.561
O: -2.4796 -3.8980 6.4478  -0.261
O: -2.9016 -1.4880 6.1238  -0.265
C: -4.3294 -1.3116 5.9543  -0.249
C: -5.1369 -2.1259 6.9422  -0.069
C: -0.5732 -2.3144 5.6533  -0.114
H: -4.5973 -1.5452 4.9229  0.111
H: -4.4904 -0.2464 6.1064  0.121
H: -5.0433 -3.1934 6.7498  0.074
H: -6.1894 -1.8524 6.8661  0.083
H: -4.7958 -1.9397 7.9600  0.086
H: -0.4157 -1.4665 4.9920  0.069
H: 0.0330 -3.1626 5.3431  0.080
H: -0.3464 -2.0518 6.6844  0.063
O: 1.3404 -2.3128 -6.0936  -0.302
S: 2.7294 -2.2847 -6.4708  0.575
O: 3.1819 -1.2830 -7.3852  -0.268
O: 3.1372 -3.7132 -7.0012  -0.255
C: 2.3283 -4.3152 -8.0473  -0.237
C: 2.6279 -3.7423 -9.4151  -0.067
C: 3.7335 -2.2686 -5.0306  -0.111
H: 1.2749 -4.2129 -7.7851  0.111
H: 2.5799 -5.3720 -8.0047  0.124
H: 2.3090 -2.7041 -9.4930  0.073
H: 2.1026 -4.3219 -10.1738  0.085
H: 3.6972 -3.7802 -9.6193  0.088
H: 3.4007 -3.0620 -4.3664  0.076
H: 3.6187 -1.2921 -4.5604  0.070
H: 4.7707 -2.4137 -5.3235  0.081
O: 5.1113 1.0930 -4.7591  -0.293
S: 6.2308 0.9448 -5.6475  0.558
O: 7.0431 -0.2304 -5.5588  -0.277
O: 7.1402 2.2346 -5.5388  -0.260
C: 7.5655 2.6549 -4.2181  -0.243
C: 8.7096 1.8210 -3.6832  -0.070
C: 5.6988 1.1584 -7.3064  -0.111
H: 6.7057 2.6434 -3.5474  0.112
H: 7.8692 3.6907 -4.3502  0.123
H: 8.3958 0.7994 -3.4748  0.072
H: 9.0808 2.2635 -2.7588  0.083
H: 9.5232 1.7790 -4.4064  0.087
H: 5.1110 2.0695 -7.3700  0.080
H: 5.0896 0.2907 -7.5550  0.052
H: 6.5755 1.2089 -7.9465  0.081
O: -6.8059 6.7456 -1.6380  -0.267
S: -6.8065 5.7273 -0.6349  0.571
O: -5.7074 5.6315 0.2761  -0.276
O: -7.0007 4.3147 -1.3525  -0.263
C: -6.1237 4.0300 -2.4601  -0.250
C: -4.7286 3.6500 -2.0037  -0.094
C: -8.3172 5.7464 0.2590  -0.117
H: -6.0995 4.8863 -3.1349  0.117
H: -6.6023 3.2081 -2.9888  0.122
H: -4.2188 4.4969 -1.5475  0.073
H: -4.1380 3.3133 -2.8582  0.069
H: -4.7772 2.8522 -1.2590  0.083
H: -9.1412 5.7720 -0.4479  0.078
H: -8.3062 6.6467 0.8691  0.081
H: -8.3623 4.8618 0.8880  0.077
O: 1.5918 -1.2104 8.5177  -0.292
S: 1.9143 -1.1182 9.9128  0.563
O: 1.6449 -2.2316 10.7653  -0.265
O: 1.2335 0.1862 10.5031  -0.263
C: -0.1837 0.3692 10.2661  -0.246
C: -1.0414 -0.4829 11.1769  -0.069
C: 3.5853 -0.6146 10.1124  -0.119
H: -0.3964 0.1769 9.2136  0.108
H: -0.3534 1.4277 10.4506  0.122
H: -0.9370 -1.5421 10.9477  0.073
H: -2.0886 -0.2050 11.0555  0.081
H: -0.7554 -0.3369 12.2179  0.087
H: 3.7680 0.2544 9.4872  0.075
H: 4.2047 -1.4518 9.7991  0.078
H: 3.7548 -0.3890 11.1614  0.078

Forces on atoms 1 to 3 (eV/Å):
-0.1 0.0 0.0
0.0 0.1 -0.1
-0.6 0.2 0.0

Computed properties:
Orbital gap: 0.3380 Eh
Total charge: +1



Record 4
C26H62NO22S5 | ωB97M-V/def2-TZVPD

Last column: Löwdin charge in e.
Positions of all 116 atoms, in Å:
C: -3.0708 -0.1463 -1.4986  -0.015
N: -2.0010 0.4448 -0.7271  -0.275
C: -1.3433 -0.4612 0.2184  0.033
C: -0.9991 0.9590 -1.7131  0.014
C: -2.6387 1.6037 -0.1083  -0.095
C: -3.6478 1.2219 1.0268  -0.236
O: -4.2017 2.3400 1.6189  0.020
H: -3.5122 -0.9826 -0.9917  0.123
H: -2.7592 -0.7178 -2.3771  0.127
H: -3.8945 0.2877 -1.7089  0.044
H: -1.8315 -0.8188 0.9993  0.038
H: -0.6242 0.1047 0.7317  0.094
H: -0.7952 -1.3429 -0.2260  0.139
H: -1.5183 1.6014 -2.2907  0.070
H: -0.3218 0.4190 -2.3096  0.083
H: -0.4386 1.8027 -1.2883  0.108
H: -3.2087 2.1478 -0.8374  0.153
H: -1.9998 2.0721 0.6035  0.121
H: -3.2812 0.4960 1.7150  0.107
H: -4.3417 0.7131 0.2766  0.128
H: -4.4029 2.0019 2.4685  0.069
O: 0.8222 -0.1120 -7.1271  -0.292
S: 2.0550 -0.2489 -6.4367  0.610
O: 2.6517 -1.5312 -6.4865  -0.256
O: 2.9679 0.8626 -7.2509  -0.267
C: 3.2701 0.6374 -8.5964  -0.325
C: 4.4155 1.5573 -8.9152  -0.076
C: 1.7820 0.4415 -4.8351  -0.106
H: 2.3291 0.7550 -9.4037  0.187
H: 3.7406 -0.3871 -8.7374  0.134
H: 5.3555 1.2189 -8.5241  0.084
H: 4.1296 2.6042 -8.6171  0.110
H: 4.3312 1.4478 -9.9041  0.027
H: 1.5928 1.5135 -4.9237  0.072
H: 2.6513 0.2908 -4.1218  0.104
H: 1.1313 0.1185 -4.1930  -0.023
O: 0.2608 3.1738 1.5049  -0.294
S: 0.6488 2.7370 2.8578  0.602
O: 1.2837 1.5124 2.9427  -0.279
O: 1.8531 3.7369 3.3696  -0.250
C: 3.1411 3.5609 2.8496  -0.293
C: 4.1175 4.4392 3.5061  -0.062
C: -0.6336 2.8233 4.0352  -0.075
H: 3.0716 3.7249 1.7800  0.107
H: 3.5516 2.3730 3.0955  0.190
H: 5.0171 4.1196 3.3646  0.024
H: 3.9966 4.2710 4.5433  0.080
H: 3.9385 5.4834 3.3674  0.091
H: -1.2634 2.1445 3.6046  0.014
H: -0.8871 3.7586 4.2478  0.030
H: 0.0255 2.5336 4.9563  0.136
O: -1.6695 -0.1372 4.1328  -0.330
S: -1.6660 -1.6350 4.3629  0.637
O: -1.8854 -2.4988 3.2743  -0.285
O: -0.1437 -2.0723 4.7880  -0.229
C: 0.7535 -1.0599 5.2444  -0.302
C: 2.1195 -1.5297 5.4892  -0.048
C: -2.7886 -2.1631 5.5799  -0.120
H: 0.3907 -0.9035 6.2254  0.097
H: 0.6095 -0.0250 4.7468  0.122
H: 2.2123 -2.1700 4.7617  0.009
H: 2.2359 -2.0330 6.4341  0.084
H: 2.9249 -0.6985 5.5477  0.142
H: -2.7100 -3.3432 5.5965  0.136
H: -3.7442 -2.0427 5.1788  0.049
H: -2.4522 -1.7098 6.5287  0.089
O: -0.3549 -2.0329 -2.6267  -0.247
S: 0.5926 -2.9105 -3.1578  0.495
O: 1.8728 -2.3791 -3.3217  -0.257
O: 0.9020 -4.0430 -2.1003  -0.213
C: 2.1653 -4.7033 -2.2331  -0.243
C: 2.3436 -6.0235 -1.4613  -0.048
C: 0.0952 -3.6332 -4.6316  -0.114
H: 2.9627 -4.1373 -1.8068  0.118
H: 2.3267 -4.8692 -3.1231  0.020
H: 1.3791 -6.5631 -1.2056  0.098
H: 2.6592 -5.9933 -0.4706  0.028
H: 2.9604 -6.7881 -2.0967  0.124
H: -0.6626 -4.4142 -4.3386  0.096
H: 0.7860 -4.4172 -4.9872  0.098
H: -0.4079 -2.8695 -5.2516  0.101
O: 1.7953 0.5786 -0.2956  -0.301
S: 2.9605 -0.2517 0.0927  0.617
O: 3.7324 0.2178 1.1897  -0.248
O: 2.3040 -1.6951 0.2961  -0.257
C: 2.0381 -2.1644 1.5822  -0.238
C: 1.1415 -3.4125 1.3859  0.019
C: 4.0511 -0.4280 -1.2363  -0.103
H: 1.6376 -1.3588 2.1107  0.095
H: 2.9511 -2.2580 1.9782  0.083
H: 1.1536 -3.9389 2.1779  -0.008
H: 1.7377 -4.0554 0.6190  0.127
H: 0.1166 -3.1493 1.5475  0.071
H: 4.7673 -1.3145 -0.9931  0.134
H: 4.6984 0.4646 -1.3417  0.092
H: 3.5771 -0.4813 -2.0796  -0.028
C: 1.1124 4.3511 -1.7264  -0.160
C: 1.4106 3.6182 -3.0921  -0.068
O: 2.6856 3.1274 -2.6969  0.067
C: 2.9070 3.1096 -1.3814  -0.553
O: 3.8842 2.7125 -0.8244  0.158
O: 1.9553 3.8733 -0.7910  0.079
H: 0.1310 4.3266 -1.5631  0.078
H: 1.2928 5.4414 -2.0663  0.162
H: 1.5413 4.4155 -3.8027  0.135
H: 0.7431 2.9009 -3.2732  0.061
C: -9.9459 0.4628 4.6869  -0.155
C: -9.1335 -0.7312 4.4672  -0.126
O: -7.8490 -0.2759 4.1230  0.111
C: -7.8490 0.9707 3.9461  -0.614
O: -6.9070 1.6442 3.6776  0.161
O: -9.1444 1.4740 4.0693  0.066
H: -10.2886 0.8490 5.8004  0.195
H: -10.7812 0.2603 4.2249  0.061
H: -9.6563 -1.2424 3.4308  0.201
H: -9.0927 -1.5488 5.1446  0.121

Forces on atoms 1 to 3 (eV/Å):
3.7 -7.0 -0.1
0.3 -0.2 -1.4
3.4 -0.6 -2.5

Computed properties:
Orbital gap: 0.3724 Eh
ΔE to the lowest compared entry with this formula, charge and spin: 191.1 kJ/mol
Total charge: +1



> Which value of total charge does entry 3 give?

+1